# 1
DFT (wB97M-V/def2-TZVPD) results for a 4-piece molecular cluster, C12H20O12 overall.

The geometry in XYZ format:
```
44
Properties=species:S:1:pos:R:3:forces:R:3:lowdin_charge:R:1
C 1.11410 -0.00844 0.41244 -0.89 1.44 0.28 -0.119
C 1.27454 -1.31864 -0.33812 -0.79 0.89 -0.12 -0.115
O 1.50852 -2.21565 0.72293 0.42 -1.55 -1.55 0.096
C 1.43189 -1.65878 1.90098 0.13 1.11 1.46 -0.600
O 1.55848 -2.25380 2.92165 -0.02 0.03 0.41 0.153
O 1.20703 -0.31026 1.81503 0.55 -1.20 -0.55 0.068
H 0.10489 0.39163 0.31484 0.11 0.20 -0.44 0.113
H 1.82673 0.77519 0.15518 0.15 -0.17 0.08 0.110
H 2.03077 -1.29875 -1.12286 0.24 -0.33 0.52 0.108
H 0.31986 -1.52967 -0.81993 0.11 -0.43 -0.03 0.133
C -2.42707 -3.63975 4.18621 -0.53 1.11 -0.01 -0.160
C -1.31141 -3.26553 3.20433 -1.43 -0.73 1.25 -0.131
O -0.80263 -4.55358 2.87789 0.20 -1.08 0.40 0.053
C -1.64414 -5.54862 3.34285 0.69 -2.07 0.69 -0.467
O -1.42323 -6.75772 3.30140 -0.68 3.70 -0.35 0.122
O -2.72920 -4.98757 3.98792 0.62 -1.28 -1.64 0.048
H -3.22813 -2.94527 3.93302 -0.62 -0.46 0.56 0.130
H -2.16591 -3.62189 5.24431 0.29 0.84 -0.06 0.136
H -0.75111 -2.58144 3.84167 1.25 -0.29 -0.98 0.126
H -1.69691 -2.82136 2.28662 0.14 0.21 0.13 0.135
C 3.82336 1.14436 -2.38332 -0.82 -0.65 2.45 -0.050
O 3.17345 1.18781 -3.60673 -0.32 0.95 -2.00 0.029
C 1.90941 0.79632 -3.67872 -0.98 -0.76 -1.11 -0.567
O 1.26445 0.28959 -2.79946 0.10 0.04 0.59 0.118
O 1.41679 0.98347 -4.92875 2.59 0.37 -0.19 -0.008
C 0.29092 0.26569 -5.37992 -1.28 -0.22 0.98 -0.048
H 3.23508 1.62615 -1.60236 -0.17 0.60 -0.12 0.079
H 4.80792 1.61134 -2.35738 -0.15 -0.36 -0.74 0.110
H 3.77092 0.12102 -2.01165 0.88 -0.25 -0.17 0.095
H 0.32957 -0.81790 -5.26848 0.45 0.00 0.60 0.099
H 0.09917 0.37823 -6.44701 0.42 0.85 0.17 0.097
H -0.50315 0.67761 -4.75712 -0.68 -0.49 -0.50 0.095
C -2.86099 4.35193 2.00635 -0.80 -0.75 -0.60 -0.010
O -2.12950 4.36555 0.75423 -0.88 1.39 1.41 0.012
C -1.59216 3.28574 0.23893 -1.68 -4.75 1.83 -0.628
O -1.86291 2.07365 0.46191 0.34 3.35 -0.36 0.064
O -0.68131 3.69282 -0.54331 2.07 1.68 -2.58 0.036
C -0.02551 2.90476 -1.52805 0.88 -0.73 0.59 -0.016
H -3.45209 5.25725 2.14457 0.67 0.43 -0.55 0.089
H -2.20362 4.23087 2.86735 0.02 -0.28 -0.25 0.100
H -3.64751 3.60228 1.91979 0.41 -0.51 0.39 0.092
H -0.63022 2.08694 -1.91997 -0.13 0.29 0.01 0.102
H 0.86303 2.47796 -1.06283 -0.14 -0.34 0.15 0.069
H 0.40781 3.55667 -2.28657 -0.73 0.22 -0.08 0.104
```
Forces are in eV/Å.

LUMO energy   0.30 eV
Relative energy (zero: lowest compared OMol25 entry of this formula, charge and spin)   135.78 kJ/mol
Frontier orbital gap   0.403 Ha


# 2
DFT (wB97M-V/def2-TZVPD) results for a 7-piece molecular cluster, C19H27Cl9O8 overall.

The geometry in XYZ format:
```
63
Properties=species:S:1:pos:R:3:forces:R:3:lowdin_charge:R:1
C -1.41198 -0.20650 3.00275 0.27 -0.73 0.00 -1.598
Cl 0.20106 -0.52451 3.63052 0.62 0.61 0.32 0.588
Cl -2.13149 1.32521 3.36549 0.11 0.70 0.31 0.591
Cl -2.39576 -1.50891 3.57529 -0.87 -0.62 0.29 0.592
H -1.30514 -0.27405 1.94905 -0.21 -0.07 -0.90 -0.030
C 4.76100 -3.01683 -2.37565 0.38 -0.32 -0.19 -1.597
Cl 5.41302 -3.31232 -0.77651 0.14 -0.03 0.27 0.537
Cl 3.53455 -4.19276 -2.78440 -0.45 -0.21 -0.01 0.523
Cl 6.02361 -3.07912 -3.61349 0.11 0.22 0.08 0.525
H 4.33253 -2.03433 -2.36042 -0.20 0.29 -0.16 -0.072
C 1.37438 -0.42739 -1.55067 -1.03 0.02 -1.03 -1.482
Cl 1.67326 -1.90690 -0.70521 0.44 -0.50 0.55 0.636
Cl 2.84700 0.20022 -2.27535 0.45 0.18 -0.10 0.597
Cl 0.68384 0.79552 -0.44685 -0.09 -0.44 -0.23 0.595
H 0.69023 -0.69371 -2.40350 0.32 0.56 1.14 0.035
O 5.43698 0.17991 5.03480 -0.15 -0.36 -0.51 0.113
C 4.62766 0.24898 4.14740 -0.61 1.40 1.36 -0.516
O 4.55681 -0.55561 3.11183 -0.52 -0.66 -2.40 0.040
C 3.59016 -0.05704 2.07749 -0.01 0.49 0.90 -0.099
C 3.08173 1.31154 2.64345 -0.62 -0.66 -1.58 -0.188
C 3.47918 1.26159 4.07150 -0.19 -1.02 0.88 -0.101
H 2.72761 -0.72171 1.99262 0.42 -0.39 0.24 0.070
H 4.07513 -0.00270 1.08843 0.11 -0.03 0.67 0.116
H 1.98567 1.37355 2.50295 0.61 0.06 0.00 0.071
H 3.54069 2.14174 2.10009 0.02 -0.06 0.17 0.115
H 2.67480 0.91985 4.75933 0.42 0.03 -0.48 0.125
H 3.79855 2.19361 4.43110 0.53 1.24 0.66 0.104
O -0.37391 4.30884 -4.70428 0.05 1.02 -0.60 0.131
C 0.53916 4.19858 -3.94712 -0.42 -2.33 0.47 -0.498
O 1.64997 4.93271 -3.88447 -0.25 1.05 -1.03 0.048
C 2.46275 4.58685 -2.78520 0.67 -1.24 0.04 -0.164
C 1.62445 3.66509 -1.91750 -0.67 -0.41 -0.10 -0.179
C 0.64383 3.04381 -2.94904 0.88 1.24 0.68 -0.097
H 2.82699 5.49562 -2.37337 -0.03 0.79 0.78 0.116
H 3.36568 4.05389 -3.09920 -0.14 -0.08 -0.49 0.128
H 1.01308 4.24332 -1.25029 -0.17 0.38 0.61 0.110
H 2.20013 2.94739 -1.33308 0.02 0.15 -0.19 0.058
H -0.33232 2.76448 -2.57907 -0.09 0.03 0.14 0.107
H 1.09056 2.19787 -3.43914 0.18 -0.41 -0.42 0.090
O -3.60347 -0.74961 0.78267 0.28 -0.19 0.32 0.074
C -4.58290 -0.06581 0.85222 0.33 -0.51 -0.79 -0.487
O -5.60262 -0.35389 1.69351 -0.05 0.28 -0.12 0.027
C -6.68510 0.58005 1.50399 0.55 -0.03 -2.99 -0.122
C -6.02252 1.75813 0.74805 -0.58 1.17 -1.23 -0.153
C -4.89792 1.11565 -0.04314 -0.53 -0.96 1.42 -0.075
H -7.05397 0.85919 2.43418 -0.76 0.30 1.60 0.099
H -7.47972 0.12278 0.84243 0.78 0.25 0.93 0.145
H -5.67370 2.57122 1.40615 -0.05 -0.52 -0.09 0.121
H -6.62336 2.22956 -0.05528 -0.48 -0.11 1.03 0.119
H -4.03531 1.71281 -0.22241 0.65 0.43 -0.02 0.117
H -5.23882 0.71361 -0.99438 -0.09 -0.06 -0.10 0.135
O -0.68994 -2.41038 -2.76102 -0.78 0.03 0.73 0.054
C -1.09653 -2.98855 -1.76968 1.76 -0.72 -1.53 -0.547
O -1.44073 -2.36851 -0.65935 -0.61 0.53 0.46 -0.028
C -1.66784 -3.26658 0.44484 0.09 -1.38 -0.39 -0.125
C -1.86695 -4.69179 -0.30269 0.29 2.10 -0.44 -0.102
C -1.03374 -4.52029 -1.61743 -1.06 0.78 0.86 -0.059
H -2.55933 -2.93663 1.03167 0.80 -0.20 -0.71 0.091
H -0.74885 -3.20532 1.08566 -0.79 -0.30 -0.46 0.123
H -2.91293 -4.72249 -0.61742 0.01 -0.25 0.34 0.110
H -1.61368 -5.50977 0.33261 0.13 -0.61 0.30 0.093
H -1.47606 -4.97120 -2.53206 0.42 0.11 0.78 0.131
H 0.03055 -4.77797 -1.51335 -0.33 -0.03 -0.09 0.119
```
Forces are in eV/Å.

LUMO energy   0.12 eV
Relative energy (zero: lowest compared OMol25 entry of this formula, charge and spin)   30.21 kJ/mol
Frontier orbital gap   0.372 Ha


# 3
DFT (wB97M-V/def2-TZVPD) results for C4H4LiO5Tm as an isolated structure.

The geometry in XYZ format:
```
15
Properties=species:S:1:pos:R:3:forces:R:3:mulliken_spin:R:1
O 4.12771 1.06421 1.85495 0.42 -0.31 0.26 0.065
C 4.12436 -0.16272 1.91428 1.03 1.03 0.32 0.777
O 3.21543 -0.89925 1.45465 -1.50 -0.92 -0.43 0.081
Li 2.58675 -2.64412 1.65968 0.53 -0.51 0.19 0.011
Tm 2.06651 1.15700 1.01712 0.19 0.71 0.02 1.189
C 0.15391 1.01687 -0.77039 -0.43 0.31 -1.37 0.857
C -1.04644 1.44033 -0.40933 -1.16 -0.61 2.04 -0.077
H 0.47213 0.84467 -1.80251 0.69 -0.34 0.22 0.018
H -1.25131 2.42016 0.02679 -0.28 0.07 -0.20 0.052
O -3.40694 -1.15186 -0.11277 0.73 0.76 0.69 0.008
C -2.33768 -0.57148 -0.51385 -2.51 -1.08 -2.52 -0.020
O -1.69289 -1.09419 -1.47903 3.16 1.08 -1.06 0.009
O -2.21210 0.63386 -0.12109 2.02 2.44 0.76 0.022
H -3.92705 -1.52783 -0.84189 -0.16 -0.87 -0.14 0.003
H -0.87239 -0.52565 -1.87661 -2.73 -1.76 1.22 0.005
```
Forces are in eV/Å.

LUMO energy (alpha / beta)   -13.02 / -14.08 eV
2S+1   4
Net charge   +3
Frontier orbital gap (alpha / beta)   0.253 / 0.209 Ha
<S²>   3.78


# 4
DFT (wB97M-V/def2-TZVPD) results for C31H41As2N4O2SV as an isolated structure.

The geometry in XYZ format:
```
82
Properties=species:S:1:pos:R:3:forces:R:3:lowdin_charge:R:1
V -0.10962 0.49370 -1.22371 -0.95 -0.58 -0.72 0.468
C 3.65389 2.38730 -2.68188 -0.02 0.02 -0.03 0.051
C 2.31966 1.96492 -2.19778 -0.16 0.11 0.13 -0.171
N 1.87680 0.75382 -2.10117 0.16 0.13 -0.09 -0.043
O 2.66840 -0.29597 -2.45130 0.00 0.08 0.09 0.001
C 1.25421 2.96364 -1.77102 0.00 -0.22 -0.07 -0.151
C 1.27971 4.41760 -1.99130 0.09 0.06 0.08 0.065
N 0.32630 2.27061 -1.23319 -0.19 0.76 0.08 -0.193
O -0.93520 2.26118 -0.89302 0.67 0.18 -0.13 -0.157
H 4.44262 1.67942 -2.41901 0.00 0.00 0.01 0.113
H 3.92547 3.35481 -2.26102 -0.01 0.01 -0.02 0.118
H 3.63821 2.49950 -3.77322 0.02 -0.01 0.00 0.143
H 3.47349 0.02686 -2.89390 0.04 -0.01 -0.04 0.136
H 1.92325 4.88438 -1.23488 0.00 0.01 -0.03 0.131
H 0.28484 4.84941 -1.90525 0.00 -0.01 0.01 0.115
H 1.70680 4.64222 -2.97094 -0.01 0.02 0.01 0.126
S -2.25114 -0.27214 -1.41645 0.05 0.13 -0.02 0.840
C -3.59394 0.86394 -1.68282 0.16 -0.13 -0.02 -0.628
N -3.61366 2.17508 -1.67657 -0.10 0.04 0.01 0.084
C -4.96953 2.69573 -2.00193 0.07 -0.07 0.02 -0.044
C -5.80071 1.39961 -2.14071 0.11 -0.08 0.01 -0.044
N -4.77113 0.34701 -1.94258 -0.12 0.05 -0.01 0.071
H -2.81178 2.75059 -1.48899 0.01 0.03 -0.01 0.124
H -4.92694 3.26802 -2.92506 0.00 0.01 -0.02 0.139
H -5.32167 3.33558 -1.19754 0.00 0.01 0.01 0.138
H -6.25201 1.28900 -3.12294 -0.01 0.01 -0.02 0.142
H -6.57010 1.30377 -1.37895 -0.02 0.01 0.01 0.140
H -4.95625 -0.64313 -2.00864 -0.02 0.00 -0.01 0.167
C 2.77509 -3.53380 -1.83632 0.04 -0.09 0.04 -0.107
C 2.21153 -2.78956 -0.63375 0.03 0.10 -0.05 -0.336
As 0.50264 -1.91758 -0.99405 0.03 -0.45 0.20 1.226
C -0.75678 -2.99778 0.02465 0.00 -0.08 -0.10 -0.366
C -0.79760 -4.46658 -0.40512 0.00 -0.01 0.05 -0.099
C 0.21875 -1.87260 -2.94951 -0.13 -0.04 0.14 -0.384
C -0.76022 -2.93410 -3.44881 0.03 0.09 -0.09 -0.105
H 3.62186 -4.12752 -1.48849 0.01 0.01 -0.03 0.109
H 3.14463 -2.86374 -2.61002 0.00 0.01 0.01 0.071
H 2.06449 -4.22903 -2.28365 -0.02 0.00 0.02 0.083
H 2.89311 -2.04342 -0.23857 0.05 -0.03 -0.05 0.048
H 1.94646 -3.46494 0.18082 0.06 -0.02 0.05 0.091
H -1.73802 -2.53022 0.02413 -0.03 -0.01 0.00 0.041
H -0.34651 -2.89328 1.03053 -0.01 -0.04 0.06 0.062
H -1.46426 -4.62581 -1.24739 -0.01 0.01 -0.01 0.077
H -1.17256 -5.05396 0.43288 -0.02 -0.01 -0.02 0.103
H 0.18309 -4.87072 -0.65995 0.02 0.01 0.03 0.078
H 1.22937 -1.98438 -3.33732 -0.06 -0.05 -0.04 0.066
H -0.12217 -0.87922 -3.28047 0.02 0.07 -0.06 0.047
H -0.43172 -3.93661 -3.18704 0.04 -0.01 -0.01 0.079
H -0.80103 -2.86684 -4.53632 -0.04 -0.02 0.00 0.106
H -1.76882 -2.78682 -3.06441 -0.01 0.01 0.02 0.067
C 0.73769 4.69862 2.96647 0.03 -0.02 -0.02 -0.010
C 1.80657 4.06262 2.33724 -0.03 0.02 0.02 -0.036
C 1.63233 2.80448 1.78385 0.00 0.04 0.08 -0.107
C 0.38126 2.19310 1.88199 -0.02 0.06 -0.20 -0.365
C -0.69676 2.82040 2.49825 0.04 0.11 0.01 -0.070
C -0.50320 4.08013 3.04995 -0.05 -0.01 0.00 -0.022
As 0.18389 0.39502 1.27943 0.32 0.09 0.62 1.389
C 1.61406 -0.63682 1.98790 -0.02 0.12 -0.21 -0.327
C 2.97522 -0.56195 1.72609 -0.02 0.03 0.15 -0.112
C 3.83416 -1.32649 2.50141 0.01 -0.01 0.03 -0.028
C 3.31977 -2.13690 3.51095 -0.03 0.00 0.00 0.005
C 1.95358 -2.19468 3.76305 0.05 -0.08 0.08 0.032
C 1.07532 -1.43878 2.99847 -0.14 -0.13 0.08 -0.186
C -0.40228 -1.38029 3.17110 0.10 -0.11 0.12 -0.196
C -1.14107 -2.08156 4.11350 -0.02 -0.09 0.08 0.032
C -2.52418 -1.94289 4.15665 0.02 -0.01 0.00 0.006
C -3.19728 -1.10736 3.26817 -0.01 -0.02 0.01 -0.023
C -2.48286 -0.39004 2.31991 0.05 -0.07 0.12 -0.089
C -1.10506 -0.53756 2.30495 -0.06 0.13 -0.32 -0.324
H 0.88134 5.67463 3.41168 0.00 -0.01 0.00 0.134
H 2.77901 4.53732 2.31347 0.00 -0.01 -0.01 0.127
H 2.48131 2.28752 1.35034 0.00 -0.01 -0.02 0.097
H -1.65804 2.33216 2.59195 -0.01 -0.01 0.00 0.107
H -1.32029 4.57141 3.56164 0.01 0.00 0.00 0.131
H 3.37318 0.08180 0.95001 0.00 0.01 0.00 0.105
H 4.90209 -1.28613 2.33272 0.00 0.00 0.01 0.131
H 3.99448 -2.72464 4.11977 0.00 0.01 -0.01 0.136
H 1.58683 -2.81764 4.56890 0.02 0.00 -0.01 0.132
H -0.64849 -2.73588 4.82143 -0.03 0.00 0.00 0.132
H -3.08628 -2.49589 4.89778 -0.01 0.01 0.00 0.136
H -4.27330 -1.01209 3.32447 0.01 -0.01 0.02 0.128
H -2.99428 0.27040 1.63043 0.01 0.01 0.00 0.099
```
Forces are in eV/Å.

LUMO energy (alpha / beta)   -14.08 / -14.07 eV
Net charge   +4
Frontier orbital gap (alpha / beta)   0.171 / 0.171 Ha


# 5
DFT (wB97M-V/def2-TZVPD) results for a 2-piece molecular cluster, C4H12 overall.

The geometry in XYZ format:
```
16
Properties=species:S:1:pos:R:3:forces:R:3:lowdin_charge:R:1
C -1.94024 -0.24466 0.41016 1.27 -0.25 0.72 -0.161
C -1.65866 -1.22424 1.55392 -0.70 -0.63 0.09 -0.180
H -2.08705 -0.82688 -0.50673 -0.43 0.55 0.08 0.071
H -2.71175 0.46424 0.69695 -0.43 -0.22 -0.45 0.063
H -1.02916 0.35029 0.29275 -0.21 -0.01 -0.29 0.024
H -1.53183 -0.73464 2.52573 0.30 0.00 -0.27 0.062
H -0.81287 -1.88165 1.31685 0.04 0.35 0.21 0.061
H -2.50576 -1.91138 1.69469 0.07 0.16 -0.06 0.058
C 1.20262 1.24304 -0.98446 0.76 -0.35 -1.03 -0.169
C 2.38673 0.24761 -0.97380 -0.39 -0.30 -0.20 -0.166
H 0.40747 0.91024 -1.65152 -0.24 -0.23 0.37 0.055
H 0.81626 1.46111 0.00804 0.08 0.26 -0.13 0.051
H 1.60060 2.12104 -1.51424 -0.38 0.19 0.63 0.063
H 3.29941 0.83930 -0.96522 0.25 -0.42 0.15 0.056
H 2.38286 -0.41326 -1.84325 0.08 0.48 -0.40 0.058
H 2.39207 -0.50482 -0.18740 -0.07 0.43 0.57 0.054
```
Forces are in eV/Å.

LUMO energy   1.13 eV
Relative energy (zero: lowest compared OMol25 entry of this formula, charge and spin)   33.79 kJ/mol
Frontier orbital gap   0.464 Ha


# 6
DFT (wB97M-V/def2-TZVPD) results for an isolated ion of composition C3H9N2Si and charge +1.

The geometry in XYZ format:
```
15
Properties=species:S:1:pos:R:3:forces:R:3:lowdin_charge:R:1
C -1.39083 -0.37590 0.00747 -7.05 8.82 3.55 -0.112
C 1.42768 0.41541 0.50969 1.24 -0.59 0.76 -0.106
C 0.30976 1.27681 0.86954 -1.86 -0.50 -2.42 -0.179
N 1.42246 -0.57277 -0.30244 0.24 0.75 -1.74 -0.061
N -1.00046 1.07634 0.18456 0.91 -1.47 -0.89 -0.043
Si 1.06431 -1.40448 -1.69192 0.23 1.53 3.72 1.033
H -2.56182 -0.41098 0.07375 2.09 0.23 -0.26 0.157
H 2.33185 0.67714 1.12827 -0.54 -0.79 -0.57 0.158
H -1.11509 -0.95581 0.70336 2.33 -4.12 6.00 0.017
H 0.01024 1.14950 1.85952 0.84 -0.55 2.43 0.125
H 0.60315 2.30076 0.79943 0.40 0.92 -0.23 0.134
H -1.60697 1.33666 0.93047 -0.98 0.71 -0.01 0.085
H 1.72241 -1.48149 -2.89326 1.24 0.41 -1.76 -0.062
H -1.18316 -0.84461 -0.75220 2.17 -3.59 -8.51 -0.100
H -0.03353 -2.18658 -1.42622 -1.25 -1.76 -0.06 -0.047
```
Forces are in eV/Å.

LUMO energy   -5.94 eV
Relative energy (zero: lowest compared OMol25 entry of this formula, charge and spin)   496.67 kJ/mol
Net charge   +1
Frontier orbital gap   0.275 Ha


DFT total energy / hartree: -1372.0916; -5483.8320; -1622.4789; -7387.5195; -159.5721; -518.2907